*1*
10 unconnected molecules or ions with the total composition C5H30N2O10. Source: the OMol25 dataset; level of theory: wB97M-V/def2-TZVPD.

Geometry as ORCA input:
```
! RIJCOSX wB97M-V def2-TZVPD def2/J DEFGRID3
* xyz 0 1
C 1.949 -1.075 1.270
N 0.706 -1.279 0.541
C 0.596 -0.309 -0.556
C -0.632 -0.617 -1.371
O -0.576 -1.012 -2.525
N -1.862 -0.635 -0.698
C -3.013 -0.955 -1.530
C -2.071 0.323 0.402
H 2.053 -0.112 1.772
H 2.753 -1.055 0.527
H 2.150 -1.877 1.975
H -0.068 -1.224 1.187
H 0.444 0.747 -0.272
H 1.567 -0.218 -1.057
H -2.703 -0.926 -2.565
H -3.464 -1.919 -1.292
H -3.856 -0.263 -1.449
H -1.518 -0.086 1.248
H -3.107 0.529 0.651
H -1.623 1.308 0.191
O -0.318 2.705 0.423
H 0.166 3.518 0.598
H -0.567 2.327 1.286
O -2.166 -2.480 2.058
H -1.674 -3.251 1.748
H -2.211 -1.962 1.242
O 1.500 -2.943 -2.294
H 0.681 -2.507 -2.573
H 1.451 -2.894 -1.332
O 1.025 2.193 -2.474
H 1.433 3.064 -2.419
H 0.621 2.097 -1.602
O -0.228 -0.783 3.619
H -1.026 -1.268 3.358
H 0.361 -1.454 3.974
O 3.210 1.866 1.386
H 3.781 1.480 2.054
H 3.547 1.616 0.521
O 2.966 -0.511 -2.280
H 3.041 0.313 -2.766
H 2.720 -1.239 -2.864
O -3.028 2.255 -2.310
H -2.578 2.614 -1.536
H -2.580 1.411 -2.434
O 0.444 1.731 2.818
H 1.249 1.983 2.351
H 0.457 0.773 2.996
*
```

Computed properties:
M   278.30 g/mol
HOMO energy   -9.113 eV
SMILES string   CNCC(=O)N(C)C.O.O.O.O.O.O.O.O.O
Orbital gap   9.2 eV
LUMO   0.088 eV


*2*
10 unconnected molecules or ions with the total composition C5H30N2O10. Source: the OMol25 dataset; level of theory: wB97M-V/def2-TZVPD.

Geometry as ORCA input:
```
! RIJCOSX wB97M-V def2-TZVPD def2/J DEFGRID3
* xyz 0 1
C -0.701 -3.496 0.293
C -0.703 -2.787 -1.056
C -0.876 -1.258 -0.870
N 0.355 -0.648 -0.261
C 0.651 0.662 -0.439
O 1.438 1.018 0.440
C 0.319 1.548 -1.588
N 0.887 2.954 -1.483
H -1.150 -4.468 0.157
H 0.326 -3.721 0.726
H -1.414 -3.155 1.006
H -1.597 -3.186 -1.662
H 0.203 -2.948 -1.567
H -1.276 -0.832 -1.738
H -1.798 -1.064 -0.138
H 0.642 -1.359 0.425
H 0.497 1.222 -2.554
H -0.860 1.819 -1.730
H 0.734 3.288 -0.569
H 1.722 3.080 -2.004
O -2.322 1.855 -2.153
H -2.147 2.751 -2.619
H -2.829 2.080 -1.290
O 3.310 -1.761 -1.713
H 2.457 -1.341 -1.542
H 3.675 -1.236 -2.400
O -2.541 2.900 2.308
H -2.061 3.736 2.273
H -2.081 2.258 2.884
O 3.610 0.658 -2.822
H 3.950 0.892 -2.017
H 2.827 0.991 -3.254
O 2.733 0.246 3.099
H 3.518 0.335 2.513
H 2.117 0.542 2.425
O 4.358 -0.932 1.012
H 4.200 -1.748 1.426
H 4.603 -1.161 0.123
O -1.407 0.364 3.199
H -1.502 -0.346 2.512
H -0.449 0.505 3.435
O -3.128 -1.564 2.018
H -3.737 -2.079 2.523
H -3.487 -0.689 2.048
O -3.725 2.274 -0.108
H -3.933 1.306 -0.080
H -3.411 2.495 0.811
*
```

Computed properties:
M   278.30 g/mol
HOMO energy   -8.600 eV
SMILES string   CCCNC(=O)CN.O.O.O.O.O.O.O.O.O
Orbital gap   8.6 eV
LUMO   0.014 eV


Which structure loses on stability? *2* does.


*1*
C3HNO4 in the gas phase. Source: the OMol25 dataset; level of theory: wB97M-V/def2-TZVPD.

Geometry as ORCA input:
```
! RIJCOSX wB97M-V def2-TZVPD def2/J DEFGRID3
* xyz 0 1
O -2.392 0.041 0.146
C -1.194 -0.151 -0.001
N -0.556 -1.388 -0.115
O 0.802 -1.277 -0.140
C 1.272 0.024 -0.028
O 2.396 0.262 0.192
C -0.050 0.763 -0.089
O -0.251 1.972 -0.085
H -0.719 -2.084 0.600
*
```

Computed properties:
M   115.04 g/mol
HOMO energy   -10.573 eV
SMILES string   O=C1NOC(=O)C1=O
Orbital gap   8.3 eV
LUMO   -2.303 eV


*2*
C3HNO4 in the gas phase. Source: the OMol25 dataset; level of theory: wB97M-V/def2-TZVPD.

Geometry as ORCA input:
```
! RIJCOSX wB97M-V def2-TZVPD def2/J DEFGRID3
* xyz 0 1
O 2.380 -0.273 0.172
C 1.198 -0.201 -0.009
N 0.439 0.915 -0.047
C -0.882 0.562 -0.037
O -1.833 1.224 0.075
C -0.837 -0.976 -0.077
O -1.735 -1.759 0.145
O 0.454 -1.368 -0.147
H 0.816 1.877 -0.076
*
```

Computed properties:
M   115.04 g/mol
HOMO energy   -11.399 eV
SMILES string   O=C1NC(=O)C(=O)O1
Orbital gap   10.6 eV
LUMO   -0.824 eV


Which structure loses on stability? *1* does.


*1*
A gas-phase ion, C7H11N2S (charge +1). Source: the OMol25 dataset; level of theory: wB97M-V/def2-TZVPD.

Geometry as ORCA input:
```
! RIJCOSX wB97M-V def2-TZVPD def2/J DEFGRID3
* xyz 1 1
N 0.412 -1.399 1.175
C 0.635 -0.080 1.242
C 1.648 0.536 0.603
S 2.592 -0.363 -0.556
C 1.405 -0.399 -1.935
N 0.031 -0.485 -1.560
C -0.891 0.410 -1.451
C -1.943 0.481 -0.452
C -1.817 0.547 0.866
C -0.571 0.615 1.696
H 0.178 -1.776 2.083
H 1.202 -2.043 0.762
H 1.663 1.692 0.584
H 1.612 -1.224 -2.525
H 1.570 0.586 -2.454
H -0.185 -1.398 -1.226
H -0.695 1.266 -2.244
H -2.986 0.503 -0.717
H -2.615 0.619 1.617
H -0.388 1.685 1.800
H -0.859 0.226 2.690
*
```

Computed properties:
M   155.25 g/mol
HOMO energy   -12.693 eV
SMILES string   N/C1=C\SC/[NH+]=C/C=C\C1
Orbital gap   7.6 eV
LUMO   -5.086 eV


*2*
2 unconnected molecules or ions with the total composition C7H11N2S. Source: the OMol25 dataset; level of theory: wB97M-V/def2-TZVPD.

Geometry as ORCA input:
```
! RIJCOSX wB97M-V def2-TZVPD def2/J DEFGRID3
* xyz 1 1
C -1.870 -2.038 0.712
C -3.176 -2.258 0.400
C 2.230 -0.051 0.397
C -1.589 0.773 -1.174
C -0.444 1.339 -1.035
C 0.527 2.253 -1.437
C 2.878 -0.053 1.724
N -1.279 -0.949 0.288
N -2.051 -0.362 -0.522
S -3.662 -1.087 -0.725
H -1.293 -2.702 1.324
H -3.841 -3.217 0.329
H 2.930 -0.150 -0.501
H 1.111 -0.176 0.418
H -2.279 0.936 -2.051
H 0.780 2.348 -2.473
H 1.570 2.077 -1.007
H 0.109 3.196 -1.024
H 4.081 -0.180 1.711
H 2.471 -0.671 2.550
H 2.798 0.971 2.093
*
```

Computed properties:
M   155.25 g/mol
HOMO energy (spin up / spin down)   -12.606 / -10.645 eV
Orbital gap (spin up / spin down)   6.9 / 5.0 eV
LUMO (spin up / spin down)   -5.704 / -5.621 eV


Which structure loses on stability? *2* does.


*1*
A molecular structure, C7H23MnNO3P. Source: the OMol25 dataset; level of theory: wB97M-V/def2-TZVPD.

Geometry as ORCA input:
```
! RIJCOSX wB97M-V def2-TZVPD def2/J DEFGRID3
* xyz -1 6
C -1.006 1.873 -1.798
Mn 0.092 0.262 -2.310
N 1.277 -1.432 -3.124
H 0.032 0.864 -3.798
H 2.273 -1.193 -3.121
H -1.263 -0.108 -3.130
H -1.444 2.348 -2.693
H -0.308 2.585 -1.334
H -1.816 1.636 -1.090
H 1.206 -2.257 -2.512
H 1.018 -1.703 -4.076
C -3.083 -0.646 2.011
C -2.449 0.003 0.793
O -2.024 -1.044 -0.093
P -0.304 -1.061 -0.289
O -0.037 -1.809 1.140
C 0.746 -1.383 2.327
C 0.418 0.027 2.782
O 1.759 -0.973 -0.379
C 2.475 0.136 0.000
C 1.977 1.509 -0.483
H -3.866 -1.331 1.656
H -3.536 0.140 2.631
H -2.348 -1.211 2.616
H -3.165 0.596 0.212
H -1.642 0.693 1.137
H 0.510 -2.078 3.142
H 1.818 -1.470 2.086
H -0.607 0.090 3.185
H 1.109 0.291 3.599
H 0.545 0.785 1.991
H 2.518 0.150 1.102
H 3.496 -0.013 -0.374
H 1.042 1.860 -0.006
H 2.729 2.264 -0.207
H 1.859 1.598 -1.592
*
```

Computed properties:
M   255.18 g/mol
⟨S²⟩   8.901
HOMO energy (spin up / spin down)   -1.157 / -3.972 eV
Orbital gap (spin up / spin down)   4.4 / 7.2 eV
LUMO (spin up / spin down)   3.238 / 3.214 eV


*2*
A molecular structure, C7H23MnNO3P. Source: the OMol25 dataset; level of theory: wB97M-V/def2-TZVPD.

Geometry as ORCA input:
```
! RIJCOSX wB97M-V def2-TZVPD def2/J DEFGRID3
* xyz -1 6
C -1.904 0.554 -4.750
Mn -0.868 0.680 -2.991
N 0.231 -1.196 -3.023
H -0.612 1.708 -1.671
H -0.152 1.038 -1.510
H -2.352 1.550 -4.741
H -2.648 -0.240 -4.630
H -1.257 0.392 -5.612
H -0.304 -1.923 -2.545
H 1.125 -1.152 -2.526
H 0.407 -1.545 -3.969
C 0.079 -3.235 1.645
C -0.390 -2.133 0.737
O 0.723 -1.466 0.044
P 1.741 -0.338 0.727
O 1.697 -0.723 2.313
C 1.123 0.060 3.407
C -0.377 0.062 3.435
O 0.725 1.012 0.720
C 1.139 2.233 0.040
C -0.016 3.194 0.099
H 0.725 -3.934 1.104
H -0.788 -3.789 2.017
H 0.627 -2.832 2.501
H -1.004 -2.532 -0.078
H -0.992 -1.385 1.273
H 1.516 -0.425 4.305
H 1.523 1.082 3.373
H -0.784 -0.953 3.486
H -0.697 0.596 4.335
H -0.791 0.590 2.570
H 2.009 2.670 0.553
H 1.441 2.012 -0.989
H -0.123 3.604 1.113
H 0.188 4.036 -0.565
H -0.961 2.728 -0.193
*
```

Computed properties:
M   255.18 g/mol
⟨S²⟩   8.880
HOMO energy (spin up / spin down)   0.668 / -2.176 eV
Orbital gap (spin up / spin down)   2.2 / 5.0 eV
LUMO (spin up / spin down)   2.835 / 2.817 eV


Which structure loses on stability? *1* does.


*1*
2 unconnected molecules or ions with the total composition CH6S3. Source: the OMol25 dataset; level of theory: wB97M-V/def2-TZVPD.

Geometry as ORCA input:
```
! RIJCOSX wB97M-V def2-TZVPD def2/J DEFGRID3
* xyz 0 1
C -0.278 -1.228 -0.556
S -1.307 -0.035 -1.578
S -2.402 0.892 -0.054
H -0.925 -1.328 0.307
H -0.371 -2.186 -1.071
H 0.741 -0.878 -0.501
H -1.439 1.788 0.244
S 2.335 1.182 0.529
H 1.452 1.728 1.394
H 2.196 0.064 1.288
*
```

Computed properties:
M   114.26 g/mol
HOMO energy   -9.087 eV
SMILES string   CSS.S
Orbital gap   9.5 eV
LUMO   0.461 eV


*2*
2 unconnected molecules or ions with the total composition CH6S3. Source: the OMol25 dataset; level of theory: wB97M-V/def2-TZVPD.

Geometry as ORCA input:
```
! RIJCOSX wB97M-V def2-TZVPD def2/J DEFGRID3
* xyz 0 1
C 0.900 0.775 -0.577
S 1.588 -0.215 0.852
H 0.232 1.486 -0.080
H 1.767 1.360 -1.086
H 0.335 0.247 -1.408
H 1.976 -1.108 0.018
S -2.066 -1.148 1.594
S -2.569 -0.099 -0.112
H -0.683 -1.211 1.711
H -1.479 -0.087 -0.911
*
```

Computed properties:
M   114.26 g/mol
HOMO energy   -8.379 eV
SMILES string   CS.SS
Orbital gap   8.6 eV
LUMO   0.255 eV


Which structure loses on stability? *2* does.